Formula: C5H7NOS
Source: the Open Molecules 2025 dataset
Level of theory: ωB97M-V/def2-TZVPD

Each line ends with the Mulliken charge.
Positions of all 15 atoms, in Å:
N  -0.5465  -0.7804  0.3749  -0.531
O  -2.9374  0.3250  -0.5891  -0.468
C  -2.1326  1.0297  -0.0204  -0.103
C  1.8708  -1.2168  -0.1615  -1.326
H  1.8553  -2.1632  -0.7021  0.318
H  -1.1300  0.6760  1.8516  0.311
C  -0.9124  0.5833  0.7759  0.316
C  0.3654  1.0916  0.1349  -0.072
S  1.0500  2.4605  -0.1304  -0.335
H  -1.2260  -1.3467  -0.0930  0.277
H  2.8032  -0.7216  -0.4377  0.341
H  0.4216  -0.2888  -1.4907  0.232
C  0.6363  -0.3442  -0.3488  0.430
H  2.0806  -1.4562  0.8989  0.317
H  -2.1983  2.1518  -0.0623  0.293

Calculated values
* LUMO: -0.50 eV
* frontier orbital gap: 8.557 eV
* highest occupied orbital energy: -0.333 Eh
* ΔE to the lowest compared entry with this formula, charge and spin: 57.76 kcal per mole
* SMILES string: C[C@H]1N[C@H](C=O)C1=S

Formula: C61H49BN5O2P2S3Ti
Source: the Open Molecules 2025 dataset
Level of theory: ωB97M-V/def2-TZVPD

Each line ends with the Mulliken charge.
Positions of all 124 atoms, in Å:
C  -3.9837  -1.0585  0.7470  -0.406
C  -1.8314  -0.3298  -3.4639  -0.018
N  2.3430  0.7121  -1.1256  0.575
H  -7.1363  -4.0501  -2.4072  0.390
H  -6.1678  2.1928  -0.3089  0.377
C  3.7532  2.0516  -2.5291  -1.509
C  3.5078  -4.0410  -0.2263  -1.037
H  2.5037  -5.6412  0.6415  0.386
S  1.6648  0.4987  2.4934  -0.540
C  -3.9284  3.1040  0.9385  0.389
H  -7.2497  2.2131  1.0939  0.392
C  2.6667  1.8735  -1.6822  -0.468
N  1.6452  -1.4364  0.1125  0.966
C  0.0452  0.7725  3.0467  0.334
O  -3.6334  1.0669  -0.2710  0.342
C  -4.1679  -3.2848  -0.9207  0.455
C  1.1258  -3.9144  0.3787  0.643
H  -1.1903  -3.0777  -2.0609  0.499
C  -3.4620  4.3873  1.1929  0.011
C  6.5948  -2.7891  -2.8736  0.198
C  4.2691  -0.2476  -2.1968  0.538
H  -0.7737  4.4977  -0.8472  1.227
C  -2.2836  0.8317  -2.8413  1.372
H  1.0958  4.4796  -6.1267  0.386
B  1.6371  4.9764  0.9367  0.803
C  9.1128  -5.4122  -3.9244  -0.550
C  5.0875  -1.3876  -2.3463  0.991
N  6.2307  -1.5556  -3.1016  -0.852
C  -2.5727  -0.9259  -4.4717  -0.502
C  9.8413  -3.2499  -4.6921  -0.562
C  4.5513  0.9780  -2.8018  -0.485
H  -1.7090  4.3419  -2.9018  0.413
N  5.7396  -3.4216  -2.0109  -0.076
H  11.4877  -6.7809  -3.9611  0.342
H  -0.7748  5.4898  -4.8518  0.441
C  -5.1436  -1.1459  2.8651  -1.580
C  -1.5252  -2.4348  -0.0431  1.288
C  -5.4516  3.1485  2.9408  -2.579
C  -1.6762  4.1112  -0.3909  -0.507
H  5.4137  1.0475  -3.4553  0.577
C  -1.1212  -2.1812  1.3080  -0.687
C  0.1201  -2.1679  1.8579  -1.975
C  -4.2385  0.7902  -4.2424  -0.670
C  11.4367  -6.4920  -5.0127  -0.847
C  -5.3575  -3.1228  -1.6383  -0.504
C  -5.8893  -5.4543  -1.3600  -0.506
C  -5.1499  2.4825  1.6018  2.206
C  -4.8951  0.9874  1.7584  0.590
Ti  0.7841  0.3702  0.2226  -0.370
H  -1.9235  -1.9232  1.9907  0.366
C  4.7616  -2.5168  -1.6495  -0.306
H  -0.9035  -0.7860  -3.1354  0.114
H  7.2582  -5.4496  -2.8774  0.246
C  -3.4847  1.3941  -3.2429  -0.960
C  -6.2163  -4.1934  -1.8507  -0.579
H  -4.4400  -6.6130  -0.2829  0.395
H  -6.5531  -6.2947  -1.5288  0.347
C  1.1880  3.4970  0.6624  -0.365
H  -5.8918  0.6950  3.6373  0.277
C  7.9841  -4.8122  -3.3704  -0.824
C  3.6292  -2.6880  -0.7930  1.368
H  -4.6022  3.0685  3.6233  0.407
C  -4.1976  0.3233  0.7579  -1.107
N  0.9209  2.4115  0.3717  -0.047
H  -1.9779  5.8788  0.7715  0.376
H  -4.3753  -0.8368  -5.6381  0.388
C  0.6790  3.9651  -5.2692  -0.742
H  -5.6009  -2.1389  -2.0340  0.322
C  7.7743  -3.4466  -3.4605  0.192
H  1.9605  2.2501  -5.4605  0.508
H  4.4157  -4.6370  -0.2546  0.213
H  -6.3214  2.6869  3.4090  0.553
C  -6.3561  2.6679  0.6575  -1.800
C  -0.7435  -3.0890  -1.0638  -0.550
H  2.0338  2.7086  -1.4515  0.583
C  -3.2414  2.3523  -0.0021  -1.015
C  3.1531  -0.3711  -1.3518  -0.103
H  8.5533  -1.6054  -4.2129  0.454
C  -4.4702  -1.7786  1.8309  0.054
C  -3.7845  -0.3677  -4.8600  -0.816
H  3.9353  3.0308  -2.9506  0.565
P  -1.1223  1.6392  -1.6570  1.773
C  1.3419  -2.4885  1.0817  -0.101
H  2.1330  5.3686  -0.1102  -0.188
C  -0.8846  3.8889  -3.4357  -0.457
C  -5.3593  0.2224  2.8214  -0.146
H  12.3986  -6.6754  -5.4808  0.242
C  -2.3497  4.8898  0.5347  -1.988
C  2.4223  -4.6271  0.2621  -1.328
H  0.6590  5.6285  1.2466  -0.207
H  10.5801  -2.6563  -5.2171  0.408
H  -2.9129  -4.6890  0.0918  0.326
C  1.1689  2.7238  -4.8910  -0.700
H  -3.9548  5.0040  1.9349  0.306
H  -4.3170  -2.8524  1.8582  0.593
S  -0.3536  0.8690  4.6419  -0.285
C  0.6428  2.0806  -3.7788  -0.370
C  -0.3604  4.5366  -4.5458  -0.779
H  0.4796  -4.4672  1.0550  0.597
C  -4.7023  -5.6312  -0.6619  -0.685
H  -5.6916  4.2033  2.7989  0.528
H  0.2211  -2.0444  2.9283  0.299
S  -1.1045  0.8683  1.7652  0.084
C  -2.1168  2.8241  -0.6853  -0.214
H  10.6740  -7.0921  -5.5134  0.335
H  -5.5020  -1.7181  3.7125  0.369
H  1.0046  1.0917  -3.5214  0.401
C  8.7211  -2.6724  -4.1372  -0.549
C  10.0472  -4.6251  -4.5834  1.035
P  -3.0842  -1.7929  -0.6906  0.830
O  11.1802  -5.1052  -5.1556  -0.471
C  0.4249  -3.7682  -0.9502  -1.743
H  5.8487  -4.3503  -1.6500  0.222
H  -2.2187  -1.8388  -4.9356  0.434
H  -3.8474  2.2990  -2.7664  0.226
H  2.2033  -2.5571  1.7469  0.647
H  0.8908  -4.1996  -1.8291  0.301
C  -3.8477  -4.5532  -0.4457  -0.081
H  -5.1845  1.2286  -4.5399  0.433
C  -0.3678  2.6633  -3.0167  1.061
C  2.7926  -1.5793  -0.6501  -1.152
H  9.2385  -6.4823  -3.8433  0.371
H  -6.5439  3.7322  0.4891  0.378
H  2.4574  4.9308  1.8317  -0.167

Calculated values
* LUMO (alpha / beta): 1.07 / 0.99 eV
* frontier orbital gap (alpha / beta): 4.366 / 4.154 eV
* highest occupied orbital energy (alpha / beta): -0.121 / -0.116 Eh
* total charge: -1

Formula: C28H32Cl3GeN5O3PPdSe
Source: the Open Molecules 2025 dataset
Level of theory: ωB97M-V/def2-TZVPD

Each line ends with the Mulliken charge.
Positions of all 75 atoms, in Å:
H  5.1027  1.6539  4.1058  0.369
C  -3.5324  2.6569  -0.8164  0.420
C  0.4526  1.7698  -0.9199  0.792
C  4.5058  1.9374  0.9936  -0.193
H  -3.8812  0.3596  -1.3327  0.111
H  3.4167  -5.1987  -0.7075  0.365
H  2.1951  -1.1734  -0.9383  0.176
Pd  -1.5039  -1.1278  -0.4073  -0.190
H  -0.5245  -4.6996  0.5183  0.464
C  6.7260  4.0595  2.8685  -0.619
C  -0.5438  2.4206  2.6292  -0.795
H  -5.1215  5.5129  -2.9066  0.416
H  -5.4814  1.7269  -0.9759  0.554
H  1.5413  -1.4236  1.9061  0.223
H  -2.7391  -0.5583  1.6006  0.728
H  -6.4570  3.5106  -2.3268  0.411
H  -2.7723  5.6785  -2.1576  0.438
H  0.0031  3.2839  2.9847  0.462
H  0.3326  1.0792  4.0683  0.522
N  5.2858  2.4795  0.0407  0.003
C  0.2250  -4.3081  -0.1707  -1.092
N  2.3640  -3.3525  1.6832  0.222
H  2.1659  -4.7096  -1.8851  0.393
C  -0.3553  1.1820  3.2405  -0.607
P  0.3651  -2.4812  0.0487  2.455
C  5.9766  3.3096  1.9741  0.831
H  2.8604  -5.3774  1.6196  0.310
N  4.9101  2.4293  2.1758  0.413
N  2.9435  -3.1368  -0.6748  0.014
C  -2.9857  1.5373  -0.0671  0.874
H  8.7614  5.5112  0.5699  0.411
H  5.1675  2.2733  -0.9362  0.219
C  4.3472  2.1237  3.4776  -0.890
O  0.6650  2.8974  -0.9433  -0.388
C  -4.8614  2.5703  -1.2619  -0.407
C  2.5180  -4.6014  -0.8598  -0.804
C  1.2162  -2.4438  1.6868  -0.916
C  -1.1242  0.1050  2.8276  -0.770
H  4.2770  -3.5759  0.9098  0.337
C  -2.1527  1.4725  1.0816  0.330
O  -3.3466  0.2707  -0.5271  -0.479
O  0.2205  0.6230  -0.9234  -0.594
C  -1.4337  2.5771  1.5859  -0.294
H  3.5105  1.4454  3.3387  0.160
C  7.2195  4.1313  0.0602  -0.876
Cl  -1.5591  -3.9282  -3.5260  -0.277
H  0.5124  -2.7482  2.4625  0.440
H  4.0031  3.0423  3.9508  0.363
Cl  -4.1483  -1.5846  -3.4226  -0.284
C  1.8299  -2.1979  -1.0358  -0.755
H  -0.1202  -4.5341  -1.1816  0.429
H  1.5535  -2.3792  -2.0764  0.419
Ge  -2.3863  -2.2772  -2.4362  0.660
H  8.3386  5.4490  2.9838  0.403
C  -4.6797  4.7146  -2.3264  -0.447
C  -3.3632  4.8103  -1.8986  -0.925
C  -5.4265  3.5886  -2.0081  -0.861
C  6.2179  3.3442  0.6070  0.297
Cl  -3.1440  -3.1514  -0.4724  -0.237
H  3.7426  -2.9378  -1.2794  0.368
H  -1.5776  3.5577  1.1597  0.584
C  3.3943  -2.9476  0.7925  -0.444
Se  3.1170  0.7495  0.6731  -0.606
C  -2.7886  3.7938  -1.1541  -0.099
H  6.5420  4.0344  3.9337  0.438
C  7.7271  4.8460  2.3273  -0.686
H  1.2074  -5.0353  2.1489  0.387
H  -1.0809  -0.8306  3.3722  0.656
N  1.5137  -4.9549  0.0813  0.199
H  -1.7472  3.8739  -0.8787  0.295
H  3.6467  -1.8925  0.9093  0.091
C  -2.0124  0.2334  1.7679  -0.938
C  1.9886  -4.7449  1.4489  -0.918
H  7.4079  4.1612  -1.0041  0.415
C  7.9688  4.8812  0.9487  -0.475

Calculated values
* LUMO (alpha / beta): -4.67 / -7.52 eV
* frontier orbital gap (alpha / beta): 6.961 / 5.016 eV
* highest occupied orbital energy (alpha / beta): -0.427 / -0.461 Eh
* multiplicity: 4
* ΔE to the lowest compared entry with this formula, charge and spin: 0.00 kcal per mole
* total charge: +2
* <S²>: 3.789